(1)
This record from the Open Molecules 2025 dataset describes a 4-piece molecular cluster, C4H14O3 overall in a non-equilibrium geometry. The level of theory is ωB97M-V/def2-TZVPD.

HOMO energy (alpha / beta)	-13.493 / -13.493	eV
expectation value of S²	0.75
spin multiplicity	2
E	-10506.7267	eV
LUMO (alpha / beta)	-5.51 / -9.15	eV
relative energy (zero: lowest compared OMol25 entry of this formula, charge and spin)	42.4	kcal/mol
HOMO-LUMO gap (alpha / beta)	0.293 / 0.160	Ha
charge	+1

Geometry (Å):
O 3.459 3.215 -2.415
O -4.741 -3.666 -2.410
O -3.722 1.839 -2.360
C 0.332 -1.051 1.484
C 0.996 -0.137 2.451
C 1.000 -2.174 1.022
C 1.892 0.845 1.703
H 2.033 -2.454 1.189
H 3.357 3.981 -1.873
H 2.514 0.385 0.949
H -3.402 2.478 -2.964
H 0.489 -2.999 0.525
H 1.403 1.726 1.300
H -0.632 -0.829 1.035
H 0.282 0.251 3.185
H -3.295 1.986 -1.502
H 1.534 -0.726 3.212
H 3.052 3.312 -3.275
H -4.986 -2.963 -1.799
H 2.587 1.214 2.463
H -4.152 -4.230 -1.922

Atomic charges from the Löwdin analysis, expressed in e, are listed below: atom 1 (O): -0.050, atom 2 (O): -0.049, atom 3 (O): -0.045, atom 4 (C): 0.048, atom 5 (C): -0.216, atom 6 (C): 0.255, atom 7 (C): -0.035, atom 8 (H): 0.121, atom 9 (H): 0.017, atom 10 (H): 0.088, atom 11 (H): 0.011, atom 12 (H): 0.115, atom 13 (H): 0.095, atom 14 (H): 0.149, atom 15 (H): 0.135, atom 16 (H): 0.034, atom 17 (H): 0.138, atom 18 (H): 0.034, atom 19 (H): 0.033, atom 20 (H): 0.106, atom 21 (H): 0.016

---

(2)
This record from the Open Molecules 2025 dataset describes an isolated ion of composition C5H7ClIN2 and charge +1 in a non-equilibrium geometry. The level of theory is ωB97M-V/def2-TZVPD.

HOMO energy	-12.849	eV
SMILES	C=C(Cl)/C=N\C=C(/[NH3+])I
E	-28893.0002	eV
LUMO	-3.70	eV
relative energy (zero: lowest compared OMol25 entry of this formula, charge and spin)	16.1	kcal/mol
HOMO-LUMO gap	0.336	Ha
charge	+1

Geometry (Å):
I 1.483 -1.616 3.051
Cl -1.250 -0.905 -1.821
N 0.964 1.249 -0.198
N 1.111 -1.651 0.048
C -2.316 1.076 -0.312
C 0.067 1.297 -1.074
C 1.091 -0.707 1.182
C 0.983 0.614 0.997
C -1.258 0.639 -0.958
H -3.250 0.543 -0.284
H 0.285 1.835 -1.991
H 0.929 -2.602 0.397
H 1.049 1.276 1.851
H 0.369 -1.413 -0.676
H -2.289 2.022 0.202
H 2.033 -1.656 -0.413

Atomic charges from the Löwdin analysis, expressed in e, are listed below: atom 1 (I): 0.948, atom 2 (Cl): 0.747, atom 3 (N): 0.097, atom 4 (N): 0.124, atom 5 (C): 0.052, atom 6 (C): -0.153, atom 7 (C): -0.736, atom 8 (C): -0.204, atom 9 (C): -0.652, atom 10 (H): 0.082, atom 11 (H): 0.136, atom 12 (H): 0.132, atom 13 (H): 0.128, atom 14 (H): 0.027, atom 15 (H): 0.092, atom 16 (H): 0.179

---

(3)
This record from the Open Molecules 2025 dataset describes C14H26N5Ti as an isolated structure in a non-equilibrium geometry. The level of theory is ωB97M-V/def2-TZVPD.

HOMO energy (alpha / beta)	-15.850 / -15.970	eV
expectation value of S²	0.76
spin multiplicity	2
E	-45486.9275	eV
LUMO (alpha / beta)	-7.79 / -8.76	eV
relative energy (zero: lowest compared OMol25 entry of this formula, charge and spin)	2.3	kcal/mol
HOMO-LUMO gap (alpha / beta)	0.296 / 0.265	Ha
charge	+2

Geometry (Å):
Ti -0.073 -0.113 0.240
N -0.262 -5.392 0.597
N 1.130 -3.930 1.891
N -0.256 -2.987 0.376
N 0.092 -4.105 1.033
N 0.475 -2.009 0.945
C 2.051 0.582 0.024
C -3.773 0.098 -1.782
C -0.403 3.161 1.264
C -2.280 0.052 0.295
C 3.235 -0.296 0.131
C -2.480 -0.437 -1.151
C 1.310 0.863 -1.197
C 0.376 2.129 0.537
C 1.965 1.440 2.483
C 1.452 1.343 1.096
C 1.543 0.225 -2.505
C 0.300 1.850 -0.881
C 1.303 -2.605 1.840
C -0.615 2.510 -1.843
H 1.808 -0.836 -2.397
H 4.155 0.256 -0.106
H -1.613 2.691 -1.419
H -3.786 1.188 -1.837
H -1.221 -5.377 0.301
H -0.751 1.909 -2.749
H -1.647 -0.232 -1.843
H -2.658 1.075 0.394
H 2.028 -2.096 2.463
H 0.033 4.168 1.151
H -1.172 0.383 1.435
H 0.667 0.280 -3.163
H 2.374 0.711 -3.034
H 2.318 0.464 2.837
H -2.861 -0.641 0.914
H 1.190 1.774 3.183
H -4.638 -0.190 -1.182
H -0.086 -6.035 1.372
H -3.923 -0.298 -2.791
H -0.456 2.948 2.338
H 3.364 -0.713 1.139
H 3.183 -1.136 -0.569
H -0.224 3.488 -2.162
H -1.440 3.227 0.911
H 2.811 2.142 2.573
H -2.544 -1.530 -1.155

Atomic charges from the Löwdin analysis, expressed in e, are listed below: atom 1 (Ti): 1.017, atom 2 (N): 0.185, atom 3 (N): 0.186, atom 4 (N): 0.110, atom 5 (N): -0.196, atom 6 (N): -0.090, atom 7 (C): -0.261, atom 8 (C): -0.054, atom 9 (C): -0.006, atom 10 (C): -0.144, atom 11 (C): -0.008, atom 12 (C): -0.302, atom 13 (C): -0.266, atom 14 (C): -0.264, atom 15 (C): 0.006, atom 16 (C): -0.265, atom 17 (C): -0.002, atom 18 (C): -0.248, atom 19 (C): -0.120, atom 20 (C): 0.003, atom 21 (H): 0.097, atom 22 (H): 0.123, atom 23 (H): 0.091, atom 24 (H): 0.085, atom 25 (H): 0.113, atom 26 (H): 0.089, atom 27 (H): 0.094, atom 28 (H): 0.081, atom 29 (H): 0.130, atom 30 (H): 0.123, atom 31 (H): 0.165, atom 32 (H): 0.091, atom 33 (H): 0.123, atom 34 (H): 0.081, atom 35 (H): 0.099, atom 36 (H): 0.094, atom 37 (H): 0.097, atom 38 (H): 0.133, atom 39 (H): 0.102, atom 40 (H): 0.092, atom 41 (H): 0.077, atom 42 (H): 0.094, atom 43 (H): 0.123, atom 44 (H): 0.089, atom 45 (H): 0.126, atom 46 (H): 0.109

---

(4)
This record from the Open Molecules 2025 dataset describes C22H22N4O5S in the gas phase in a non-equilibrium geometry. The level of theory is ωB97M-V/def2-TZVPD.

HOMO energy	-8.712	eV
SMILES	COc1ccc(N(CC(=O)N/N=C/c2cccnc2)S(=O)(=O)c2ccccc2)c(OC)c1
E	-50202.3202	eV
LUMO	0.26	eV
relative energy (zero: lowest compared OMol25 entry of this formula, charge and spin)	79.7	kcal/mol
HOMO-LUMO gap	0.330	Ha
charge	0

Geometry (Å):
S -1.876 2.089 1.153
O 1.457 -1.082 3.021
O -1.467 2.830 2.311
O -3.408 -0.541 2.278
O -3.266 2.011 0.818
O -4.242 -3.019 -1.692
N 7.154 -1.574 0.572
N -1.166 0.557 1.234
N 2.713 0.101 0.620
N 1.475 0.224 1.142
C 5.238 0.020 -0.647
C -3.419 -2.162 -1.034
C 6.507 -0.091 -1.182
C 5.943 -1.467 1.082
C -0.977 2.683 -0.279
C -1.896 -0.411 0.499
C 0.298 3.189 -0.105
C -3.841 -1.802 0.248
C -4.692 -0.841 2.774
C -3.093 -0.935 1.023
C -1.527 2.531 -1.536
C -0.783 2.895 -2.647
C 7.430 -0.902 -0.533
C 4.930 -0.684 0.521
C -0.528 0.156 2.465
C -3.887 -3.433 -2.990
C 3.624 -0.620 1.148
C 1.040 3.550 -1.218
C -2.235 -1.644 -1.544
C -1.490 -0.766 -0.772
C 0.907 -0.324 2.254
C 0.499 3.399 -2.485
H -1.886 -1.902 -2.530
H -4.679 -4.109 -3.309
H 5.763 -2.034 1.987
H -4.825 -1.919 2.912
H -2.932 -3.968 -2.993
H -4.770 -2.221 0.598
H -5.470 -0.453 2.112
H -2.527 2.137 -1.620
H 1.078 3.679 -3.352
H -3.834 -2.587 -3.681
H -1.084 -0.627 2.989
H 0.873 0.827 0.589
H 4.478 0.634 -1.106
H -4.756 -0.341 3.739
H 3.492 -1.201 2.056
H -1.201 2.785 -3.636
H 0.681 3.310 0.896
H 2.036 3.948 -1.096
H -0.577 -0.348 -1.169
H -0.498 1.039 3.112
H 6.780 0.437 -2.082
H 8.436 -1.022 -0.913

Atomic charges from the Löwdin analysis, expressed in e, are listed below: atom 1 (S): 0.714, atom 2 (O): 0.079, atom 3 (O): -0.272, atom 4 (O): -0.084, atom 5 (O): -0.249, atom 6 (O): -0.075, atom 7 (N): 0.058, atom 8 (N): -0.185, atom 9 (N): 0.079, atom 10 (N): 0.055, atom 11 (C): -0.022, atom 12 (C): -0.264, atom 13 (C): -0.060, atom 14 (C): -0.104, atom 15 (C): -0.273, atom 16 (C): -0.217, atom 17 (C): -0.075, atom 18 (C): 0.078, atom 19 (C): -0.057, atom 20 (C): -0.220, atom 21 (C): -0.063, atom 22 (C): -0.064, atom 23 (C): -0.153, atom 24 (C): -0.190, atom 25 (C): -0.080, atom 26 (C): -0.084, atom 27 (C): -0.092, atom 28 (C): -0.063, atom 29 (C): -0.015, atom 30 (C): -0.002, atom 31 (C): -0.424, atom 32 (C): -0.073, atom 33 (H): 0.103, atom 34 (H): 0.094, atom 35 (H): 0.115, atom 36 (H): 0.098, atom 37 (H): 0.097, atom 38 (H): 0.121, atom 39 (H): 0.105, atom 40 (H): 0.116, atom 41 (H): 0.105, atom 42 (H): 0.096, atom 43 (H): 0.138, atom 44 (H): 0.105, atom 45 (H): 0.104, atom 46 (H): 0.099, atom 47 (H): 0.114, atom 48 (H): 0.108, atom 49 (H): 0.118, atom 50 (H): 0.109, atom 51 (H): 0.121, atom 52 (H): 0.129, atom 53 (H): 0.100, atom 54 (H): 0.102

---

(5)
This record from the Open Molecules 2025 dataset describes C2H6FP in the gas phase in a non-equilibrium geometry. The level of theory is ωB97M-V/def2-TZVPD.

HOMO energy	-9.028	eV
SMILES	FCCP
E	-14175.9886	eV
LUMO	1.06	eV
relative energy (zero: lowest compared OMol25 entry of this formula, charge and spin)	40.0	kcal/mol
HOMO-LUMO gap	0.371	Ha
charge	0

Geometry (Å):
P -1.235 -1.067 0.637
F 2.482 -0.212 -0.431
C -0.044 -0.358 -0.492
C 1.458 -1.095 -0.551
H -0.426 -0.258 -1.593
H -1.520 -2.301 0.031
H 1.541 -1.955 0.187
H 0.145 0.663 -0.286
H -0.561 -1.667 1.747
H 1.423 -1.632 -1.444

Atomic charges from the Löwdin analysis, expressed in e, are listed below: atom 1 (P): 0.733, atom 2 (F): -0.040, atom 3 (C): -0.498, atom 4 (C): -0.261, atom 5 (H): 0.101, atom 6 (H): -0.125, atom 7 (H): 0.108, atom 8 (H): 0.026, atom 9 (H): -0.111, atom 10 (H): 0.066